Run a
{
  "formula": "C6H13N3",
  "method": "the ωB97M-V functional and the def2-TZVPD basis",
  "elements": ["C", "C", "C", "C", "C", "C", "N", "N", "N", "H", "H", "H", "H", "H", "H", "H", "H", "H", "H", "H", "H", "H"],
  "positions_angstrom": [[2.77787, 0.54306, 1.32972], [0.20998, 0.08131, 0.05472], [-2.13673, -0.23023, 0.82617], [-1.44574, 1.82676, -0.36646], [0.75216, -1.60950, -1.67750], [-1.24991, 0.26915, -0.30966], [2.66642, -0.76927, 1.22643], [2.06726, -1.30224, 0.28658], [1.05588, -0.88255, -0.36636], [3.39826, 0.64831, 2.30596], [2.48730, 1.22372, 0.54859], [0.46526, 0.39965, 1.03204], [-3.27580, -0.06997, 0.80408], [-1.70671, 0.19932, 1.86909], [-1.99479, -1.40667, 0.99356], [-2.60524, 2.09706, -0.35788], [-1.04650, 2.33584, -1.29819], [-0.85268, 2.23344, 0.52899], [0.92152, -0.92013, -2.53505], [1.29322, -2.52721, -1.74673], [-0.36868, -1.78777, -1.87735], [-1.41237, -0.35206, -1.27075]],
  "gap_ha": [0.2709, 0.2720],
  "spin_multiplicity": 1,
  "charge": 0
}



Run b
{
  "formula": "C6H13N3",
  "method": "the ωB97M-V functional and the def2-TZVPD basis",
  "elements": ["C", "C", "C", "C", "C", "C", "N", "N", "N", "H", "H", "H", "H", "H", "H", "H", "H", "H", "H", "H", "H", "H"],
  "positions_angstrom": [[-1.73990, 0.58247, 1.17003], [0.53845, -1.18768, -1.39518], [0.74490, -1.31417, 1.10635], [1.03332, 0.93239, -0.07472], [-0.95746, 0.62946, -0.13348], [0.43650, -0.42492, -0.08470], [2.30565, 1.29852, 0.21605], [-1.78065, 0.51678, -1.28141], [0.00337, 1.71219, -0.23228], [3.04561, 0.65003, 0.00593], [2.51919, 2.28108, 0.15423], [-1.84223, 1.36443, -1.82759], [-2.65235, 0.02739, -1.13315], [-2.24394, -0.37729, 1.28297], [-1.07895, 0.73994, 2.01713], [-2.49156, 1.37423, 1.16249], [-0.17704, -2.01068, -1.41323], [1.53878, -1.61046, -1.51727], [0.31427, -0.53604, -2.23619], [1.71646, -1.80103, 0.98547], [-0.00451, -2.10116, 1.19443], [0.77209, -0.74545, 2.03411]],
  "gap_ha": 0.3359,
  "spin_multiplicity": 1,
  "charge": 0
}



In hartree, relative to the most stable structure: run a 0.2067; run b 0.0000.



Run a
{
  "formula": "C30H70N10O10",
  "method": "the ωB97M-V functional and the def2-TZVPD basis",
  "elements": ["C", "C", "O", "N", "C", "H", "H", "H", "H", "H", "H", "H", "C", "C", "O", "N", "C", "H", "H", "H", "H", "H", "H", "H", "C", "C", "O", "N", "C", "H", "H", "H", "H", "H", "H", "H", "C", "C", "O", "N", "C", "H", "H", "H", "H", "H", "H", "H", "C", "C", "O", "N", "C", "H", "H", "H", "H", "H", "H", "H", "C", "C", "O", "N", "C", "H", "H", "H", "H", "H", "H", "H", "C", "C", "O", "N", "C", "H", "H", "H", "H", "H", "H", "H", "C", "C", "O", "N", "C", "H", "H", "H", "H", "H", "H", "H", "C", "C", "O", "N", "C", "H", "H", "H", "H", "H", "H", "H", "C", "C", "O", "N", "C", "H", "H", "H", "H", "H", "H", "H"],
  "positions_angstrom": [[-1.80247, -1.64714, 0.19762], [-0.79682, -1.04500, 1.23065], [-0.22529, 0.00359, 1.08805], [-0.69023, -1.84068, 2.22422], [0.12193, -1.54014, 3.42590], [-2.75944, -1.87567, 0.66674], [-1.29662, -2.41744, -0.38452], [-2.12624, -0.97382, -0.59606], [-1.15146, -2.73838, 2.18535], [1.05914, -2.07869, 3.28545], [-0.32697, -2.16850, 4.19517], [0.13542, -0.48198, 3.68707], [6.59847, -5.84938, -3.21685], [5.94848, -4.64684, -2.56023], [4.87532, -4.25092, -3.01060], [6.65520, -4.09015, -1.50278], [6.25334, -2.89000, -0.78255], [7.34524, -5.59477, -3.96892], [5.97779, -6.55828, -3.76486], [7.16232, -6.29611, -2.39795], [7.51159, -4.57115, -1.26754], [5.48488, -3.22185, -0.08437], [5.72773, -2.17349, -1.41378], [7.11513, -2.42480, -0.30399], [3.26919, 5.12314, -4.01213], [3.37760, 5.34581, -5.48444], [2.34633, 5.40196, -6.09547], [4.55279, 5.61069, -6.07712], [4.67417, 6.01409, -7.49311], [2.95727, 6.03866, -3.50951], [4.24767, 4.92755, -3.57346], [2.53506, 4.34339, -3.80927], [5.39015, 5.45534, -5.53416], [3.64374, 6.16282, -7.81592], [5.02661, 5.17339, -8.09069], [5.36137, 6.85273, -7.60505], [4.83751, 4.19011, 5.41971], [6.04927, 3.24903, 5.61973], [6.23202, 2.26192, 4.87959], [6.93102, 3.69012, 6.49168], [8.13067, 2.86339, 6.77567], [4.80841, 4.75044, 4.48521], [4.89935, 4.97891, 6.16942], [3.93322, 3.64353, 5.68727], [6.87367, 4.58458, 6.95725], [8.73131, 3.19607, 7.62221], [8.76253, 2.81085, 5.88905], [7.85488, 1.80961, 6.81556], [-3.36518, 5.59214, -3.74345], [-4.54090, 6.41650, -4.42556], [-5.27320, 5.92781, -5.25452], [-4.75828, 7.62867, -4.10140], [-4.24350, 8.44054, -3.00234], [-2.41473, 6.12548, -3.76047], [-3.18362, 4.68805, -4.32464], [-3.70416, 5.38958, -2.72750], [-5.49288, 8.07159, -4.63460], [-3.96374, 9.41493, -3.40284], [-3.47068, 7.91275, -2.44351], [-5.02620, 8.79412, -2.33117], [-11.97057, -6.01685, 0.35771], [-10.51012, -5.66434, 0.30640], [-9.96663, -5.18425, 1.31077], [-9.82904, -6.05010, -0.78271], [-8.49180, -5.67259, -0.97650], [-12.21434, -6.77633, -0.38516], [-12.46245, -5.14061, -0.06461], [-12.44403, -6.17173, 1.32722], [-10.47526, -6.12586, -1.55521], [-8.48134, -4.58924, -0.85674], [-8.01268, -5.82383, -1.94380], [-7.95793, -6.12405, -0.14028], [8.34875, -7.87324, 7.88330], [7.44421, -6.83631, 7.16380], [7.31524, -6.81436, 5.99521], [7.18990, -5.72842, 7.84624], [6.47712, -4.54913, 7.16815], [8.01643, -8.39424, 8.78120], [9.25739, -7.30012, 8.06772], [8.70540, -8.65076, 7.20776], [7.54524, -5.75825, 8.79120], [6.67610, -3.65977, 7.76610], [5.39406, -4.62343, 7.07037], [7.01319, -4.30276, 6.25162], [0.05678, 9.85068, 4.29691], [-0.43601, 8.38045, 4.18224], [-0.28908, 7.75662, 5.28864], [-0.86778, 7.85700, 3.01316], [-1.40663, 6.51390, 2.92656], [-0.50968, 10.49132, 3.62104], [1.11315, 10.02414, 4.09174], [-0.19286, 10.24473, 5.28206], [-0.74807, 8.42836, 2.18895], [-2.44443, 6.33128, 3.20532], [-0.89449, 5.97882, 3.72625], [-1.34383, 6.15307, 1.89994], [1.85719, -7.05346, 1.06495], [0.45439, -7.13207, 0.37717], [-0.48820, -6.92755, 1.18167], [0.38849, -7.25431, -0.94027], [-0.91163, -7.44216, -1.68055], [2.53243, -7.60911, 0.41426], [1.82522, -7.50507, 2.05648], [2.16043, -6.00818, 1.12440], [1.20679, -7.11345, -1.51527], [-0.99840, -8.16366, -2.49294], [-1.26055, -6.60496, -2.28507], [-1.68351, -7.80029, -0.99934], [-8.78084, 1.86664, -8.56475], [-9.36865, 0.99699, -7.46287], [-10.46668, 0.45739, -7.53792], [-8.57638, 0.82448, -6.39106], [-8.82163, -0.05001, -5.29338], [-9.29962, 1.40951, -9.40737], [-7.70611, 1.82276, -8.74122], [-9.02083, 2.91123, -8.36642], [-7.79675, 1.46043, -6.30251], [-7.81239, -0.33392, -4.99518], [-9.50511, -0.83532, -5.61625], [-9.31673, 0.39609, -4.43084]],
  "gap_ha": 0.3489,
  "spin_multiplicity": 1,
  "charge": 0,
  "smiles": "CNC(C)=O.CNC(C)=O.CNC(C)=O.CNC(C)=O.CNC(C)=O.CNC(C)=O.CNC(C)=O.CNC(C)=O.CNC(C)=O.CNC(C)=O"
}



Run b
{
  "formula": "C30H70N10O10",
  "method": "the ωB97M-V functional and the def2-TZVPD basis",
  "elements": ["C", "O", "N", "C", "C", "H", "H", "H", "H", "H", "H", "H", "C", "O", "N", "C", "C", "H", "H", "H", "H", "H", "H", "H", "C", "O", "N", "C", "C", "H", "H", "H", "H", "H", "H", "H", "C", "O", "N", "C", "C", "H", "H", "H", "H", "H", "H", "H", "C", "O", "N", "C", "C", "H", "H", "H", "H", "H", "H", "H", "C", "O", "N", "C", "C", "H", "H", "H", "H", "H", "H", "H", "C", "O", "N", "C", "C", "H", "H", "H", "H", "H", "H", "H", "C", "O", "N", "C", "C", "H", "H", "H", "H", "H", "H", "H", "C", "O", "N", "C", "C", "H", "H", "H", "H", "H", "H", "H", "C", "O", "N", "C", "C", "H", "H", "H", "H", "H", "H", "H"],
  "positions_angstrom": [[4.67720, -0.48462, 3.89621], [3.99820, -0.67462, 2.91821], [5.52220, 0.48338, 3.77721], [6.57820, 0.71538, 4.80821], [5.64820, 1.36338, 2.54821], [4.67820, -1.10162, 4.83121], [6.23020, 0.38138, 5.62221], [6.80520, 1.62938, 5.04221], [7.47820, 0.50138, 4.63121], [6.28620, 2.08338, 2.72421], [4.67420, 1.67338, 2.55621], [6.17820, 0.78338, 1.79921], [0.05120, -4.87962, 1.80021], [0.55920, -4.25362, 0.79821], [0.33620, -4.64762, 3.08321], [-0.64480, -5.13362, 4.08521], [1.57920, -3.97162, 3.43221], [-0.89880, -5.70362, 1.66221], [-1.34380, -4.29362, 4.34321], [-0.11980, -5.28562, 4.90321], [-1.23880, -6.16662, 3.86921], [1.78820, -2.98662, 2.83121], [2.21920, -4.79362, 3.39421], [1.58120, -3.42562, 4.32321], [-0.43380, 0.62438, -0.45079], [-1.12080, 0.73138, -1.49479], [0.52820, -0.40962, -0.38379], [1.29120, -0.66262, 0.76221], [0.75520, -1.42562, -1.47579], [-0.38980, 1.09338, 0.35021], [2.39720, -1.00362, 0.60421], [0.81520, -1.50162, 1.29221], [1.40720, 0.18038, 1.25421], [1.43720, -2.21162, -1.39679], [0.56320, -0.90462, -2.48779], [-0.24980, -1.84862, -1.36379], [-2.02980, 2.73038, 3.16421], [-0.85880, 2.45338, 2.76021], [-2.38880, 3.91938, 3.63321], [-3.83380, 4.20138, 3.69821], [-1.42780, 4.98738, 3.80821], [-2.63080, 1.73038, 3.21421], [-4.50380, 3.69838, 3.20921], [-4.02080, 5.33538, 3.69021], [-4.46080, 3.89438, 4.61221], [-0.52780, 4.67938, 4.23521], [-1.84080, 5.67638, 4.32821], [-0.94980, 5.53038, 2.91421], [0.39420, 6.20438, 0.34621], [0.20920, 7.40138, 0.40921], [1.03120, 5.73738, -0.75279], [1.61920, 4.37938, -0.72579], [1.55220, 6.59138, -1.73479], [0.08220, 5.57938, 1.05121], [0.94720, 3.46538, -0.32279], [2.61520, 4.37038, -0.40579], [1.61820, 3.79938, -1.79579], [0.82220, 6.62138, -2.52379], [2.34620, 6.30538, -2.24079], [1.85720, 7.44338, -1.34579], [4.55520, 3.17438, -2.80079], [3.57520, 3.63138, -3.25279], [4.51520, 1.91638, -2.28279], [5.68620, 1.30738, -1.57179], [3.26620, 1.09538, -2.23979], [5.54520, 3.81338, -2.63979], [5.75320, 0.25338, -1.49179], [5.80620, 1.91338, -0.57679], [6.69420, 1.38738, -2.10479], [3.67120, 0.23638, -2.28079], [2.52420, 1.19938, -2.95779], [2.76420, 1.22038, -1.21379], [-4.08980, -0.95862, 3.44021], [-3.87580, -0.21062, 4.42621], [-3.04280, -1.34062, 2.66621], [-3.25080, -2.19562, 1.45221], [-1.66280, -0.92462, 2.80221], [-5.03280, -1.37662, 3.25421], [-3.01780, -3.09362, 1.71221], [-2.30980, -1.90062, 0.92021], [-4.27080, -2.10262, 1.03721], [-0.96580, -1.81262, 2.78921], [-1.45180, -0.26262, 3.59721], [-1.32980, -0.35962, 1.91921], [0.85020, -5.52662, -4.55679], [-0.34780, -5.33762, -4.92879], [1.80420, -4.51562, -4.83579], [3.01620, -4.35562, -4.06579], [1.46620, -3.46862, -5.78679], [1.19020, -6.46162, -3.97979], [3.44120, -5.27562, -3.48779], [2.84020, -3.88462, -3.10079], [3.83020, -4.00162, -4.61179], [1.86720, -3.71062, -6.79379], [1.69520, -2.47762, -5.54679], [0.43720, -3.46962, -6.01879], [-5.97180, 0.58238, -2.06279], [-7.07380, 0.08738, -2.39779], [-5.63780, 0.67538, -0.77979], [-4.45380, 1.40538, -0.29479], [-6.30380, 0.01738, 0.34921], [-5.51580, 1.02738, -2.76879], [-3.77980, 1.81038, -1.14079], [-3.71780, 0.68538, 0.27421], [-4.66480, 2.35638, 0.24521], [-5.76380, -0.27462, 1.06421], [-6.71580, -0.90462, -0.24379], [-7.14280, 0.79738, 0.57121], [-2.48680, -2.70662, -5.15279], [-2.86980, -3.67262, -5.75979], [-3.28180, -1.86662, -4.39079], [-2.70780, -0.68662, -3.69379], [-4.67080, -2.23062, -4.32279], [-1.43080, -2.24962, -5.13479], [-3.12880, -0.54162, -2.80179], [-2.91480, 0.09838, -4.53679], [-1.70880, -0.90662, -3.45479], [-5.14380, -3.03362, -4.95979], [-5.25180, -1.35362, -4.30579], [-5.05280, -2.44962, -3.30679]],
  "gap_ha": 0.3095,
  "spin_multiplicity": 1,
  "charge": 0,
  "smiles": "CN(C)C=O.CN(C)C=O.CN(C)C=O.CN(C)C=O.CN(C)C=O.CN(C)C=O.CN(C)C=O.CN(C)C=O.CN(C)C=O.CN(C)C=O"
}



In hartree, relative to the most stable structure: run a 0.0000; run b 0.6083.



Run a
{
  "formula": "C4H4N2",
  "method": "the ωB97M-V functional and the def2-TZVPD basis",
  "elements": ["N", "C", "C", "C", "C", "N", "H", "H", "H", "H"],
  "positions_angstrom": [[-1.28340, -0.79792, -0.41996], [-0.41374, 0.13336, 0.29021], [1.03947, -0.07548, 0.09929], [2.20411, -0.37436, 0.03133], [-0.82650, 1.54159, 0.11539], [-1.16865, 2.64329, 0.18259], [-1.25434, -0.65580, -1.42497], [-0.94387, -1.74042, -0.24555], [-0.61733, 0.01113, 1.36032], [3.24328, -0.62412, -0.01196]],
  "gap_ha": 0.4070,
  "spin_multiplicity": 1,
  "charge": 0,
  "smiles": "C#C[C@H](N)C#N"
}



Run b
{
  "formula": "C4H4N2",
  "method": "the ωB97M-V functional and the def2-TZVPD basis",
  "elements": ["N", "C", "C", "C", "C", "N", "H", "H", "H", "H"],
  "positions_angstrom": [[1.36236, -0.85795, 0.26967], [0.14391, -0.23919, -0.15725], [-0.08182, 1.16818, -0.19444], [-0.26700, 2.35908, -0.17942], [-0.86557, -1.05000, -0.38185], [-1.81592, -1.82365, -0.30015], [1.98795, -1.00675, -0.51090], [1.82083, -0.26302, 0.95032], [-1.87753, -1.70095, 0.72346], [-0.40722, 3.41426, -0.21944]],
  "gap_ha": 0.3419,
  "spin_multiplicity": 1,
  "charge": 0,
  "smiles": "C#CC(N)=C=N"
}



In hartree, relative to the most stable structure: run a 0.0000; run b 0.0448.



Run a
{
  "formula": "C4H4N2",
  "method": "the ωB97M-V functional and the def2-TZVPD basis",
  "elements": ["C", "C", "N", "N", "C", "C", "H", "H", "H", "H"],
  "positions_angstrom": [[0.16806, 0.03711, -1.18177], [-1.15397, -0.25358, -0.84328], [-1.49210, -0.32648, 0.48448], [-0.67138, -0.13256, 1.52872], [0.58987, 0.12433, 1.19025], [1.06028, 0.21446, -0.13872], [0.47430, 0.11539, -2.22277], [-2.35723, -0.48394, -0.53151], [1.26885, 0.27504, 2.03056], [2.11333, 0.43024, -0.31596]],
  "gap_ha": 0.3620,
  "spin_multiplicity": 1,
  "charge": 0
}



Run b
{
  "formula": "C4H4N2",
  "method": "the ωB97M-V functional and the def2-TZVPD basis",
  "elements": ["C", "C", "N", "N", "C", "C", "H", "H", "H", "H"],
  "positions_angstrom": [[-0.03585, -1.45248, -0.57729], [-1.00491, -1.56088, 0.12435], [-1.44561, 0.38008, 1.61760], [-0.73634, 1.22122, 1.67902], [0.98426, 1.57915, -0.08888], [1.02969, 0.72360, -0.93010], [0.74254, -1.70537, -1.24540], [-1.85034, -1.82702, 0.70052], [1.03568, 2.42639, 0.54224], [1.28089, 0.21531, -1.82205]],
  "gap_ha": 0.3933,
  "spin_multiplicity": 1,
  "charge": 0,
  "smiles": "C#C.C#C.N#N"
}



Run c
{
  "formula": "C4H4N2",
  "method": "the ωB97M-V functional and the def2-TZVPD basis",
  "elements": ["C", "C", "C", "C", "N", "N", "H", "H", "H", "H"],
  "positions_angstrom": [[-0.98380, -0.12738, -0.26788], [-0.61598, -0.21694, 1.13561], [0.12459, -0.23450, -1.06270], [0.79058, -0.40939, 1.08543], [1.24250, -0.57131, -0.31117], [1.82146, 0.27915, 0.59931], [-1.99152, -0.03867, -0.63376], [-1.34127, -0.15159, 1.94956], [-0.10226, -0.31210, -2.21709], [1.05569, 1.78273, -0.27731]],
  "gap_ha": [0.2937, 0.3049],
  "spin_multiplicity": 1,
  "charge": 0
}



In hartree, relative to the most stable structure: run a 0.0000; run b 0.0085; run c 0.1430.